82
Properties=species:S:1:pos:R:3:forces:R:3 method="wB97M-V/def2-TZVPD" spin_multiplicity=1 charge=-2 energy_ha=-10910.1190 e_homo_ha=-0.063 relative_energy_kcal_mol=7.8
Cd -0.379 -0.690 0.334 0.12 0.06 0.26
S -0.385 -3.191 1.135 0.08 0.01 -0.09
C 0.534 -2.905 2.593 0.03 -0.05 0.05
C 0.364 -3.904 3.616 0.03 0.02 -0.04
N 0.223 -4.729 4.409 -0.01 0.01 -0.01
C 1.392 -1.870 2.838 0.11 -0.02 -0.07
S 1.806 -0.572 1.742 -0.06 0.02 0.17
C 2.078 -1.830 4.101 -0.08 -0.01 0.02
N 2.636 -1.764 5.109 0.03 -0.01 -0.04
Se 0.204 -3.211 -6.857 0.00 0.05 0.01
P 1.432 -2.134 -5.523 -0.01 0.06 0.00
C 2.960 -3.061 -5.189 -0.01 -0.03 0.00
C 3.853 -3.390 -6.207 0.02 0.01 0.00
C 4.996 -4.118 -5.922 0.01 0.00 -0.01
C 5.239 -4.561 -4.625 0.00 -0.01 0.01
C 4.319 -4.298 -3.622 0.02 0.03 -0.03
C 3.181 -3.554 -3.908 0.05 0.01 0.03
C 1.804 -0.485 -6.217 0.01 -0.02 -0.06
C 0.866 0.520 -5.971 0.03 -0.01 0.04
C 0.988 1.754 -6.588 0.01 0.03 -0.05
C 2.037 1.999 -7.465 -0.08 -0.01 -0.02
C 2.975 1.008 -7.703 -0.07 -0.04 -0.05
C 2.864 -0.226 -7.077 -0.09 -0.02 -0.10
C 0.788 -1.746 -3.905 -0.21 0.12 -0.13
C 1.285 -1.018 -2.817 0.05 0.17 0.20
N 0.302 -1.027 -1.898 -0.37 -0.32 0.04
N -0.731 -1.706 -2.384 0.10 0.09 -0.21
N -0.472 -2.127 -3.599 0.11 -0.11 0.11
P 2.794 -0.172 -2.293 0.01 -0.08 0.11
Se 2.374 1.511 -1.094 0.04 0.10 -0.07
C 3.753 -1.442 -1.408 -0.05 -0.08 0.01
C 3.067 -2.435 -0.710 0.08 -0.01 -0.04
C 3.765 -3.367 0.049 -0.07 0.02 -0.02
C 5.146 -3.309 0.121 0.04 0.03 0.00
C 5.834 -2.305 -0.552 0.02 -0.05 0.02
C 5.141 -1.372 -1.305 -0.02 0.14 0.03
C 3.809 0.309 -3.742 0.06 -0.02 -0.03
C 3.672 1.616 -4.208 0.02 -0.01 0.02
C 4.501 2.098 -5.206 0.05 0.02 0.07
C 5.492 1.288 -5.742 0.11 -0.05 0.04
C 5.628 -0.018 -5.298 -0.03 0.06 0.04
C 4.786 -0.509 -4.308 0.01 0.00 0.05
H 3.637 -3.104 -7.228 0.00 0.01 -0.02
H 5.693 -4.356 -6.716 0.00 0.00 0.01
H 6.135 -5.129 -4.405 -0.01 0.01 0.00
H 4.481 -4.648 -2.610 0.01 0.01 -0.01
H 2.471 -3.352 -3.119 0.00 -0.03 -0.03
H 0.043 0.343 -5.289 -0.01 -0.02 0.01
H 0.258 2.526 -6.376 -0.01 0.00 0.00
H 2.129 2.964 -7.949 0.00 -0.01 0.01
H 3.811 1.196 -8.367 -0.01 0.00 0.02
H 3.618 -0.977 -7.260 -0.01 -0.03 -0.01
H 1.988 -2.490 -0.728 -0.06 0.00 -0.01
H 3.207 -4.111 0.604 0.00 0.01 -0.01
H 5.688 -4.030 0.721 0.00 0.01 0.00
H 6.913 -2.238 -0.479 -0.01 -0.01 0.00
H 5.686 -0.574 -1.795 -0.02 0.00 -0.01
H 2.934 2.258 -3.743 0.00 -0.01 -0.02
H 4.379 3.115 -5.559 0.00 -0.01 0.00
H 6.151 1.673 -6.513 -0.01 -0.01 0.01
H 6.391 -0.666 -5.713 0.01 0.00 -0.01
H 4.920 -1.524 -3.964 -0.03 -0.05 0.04
N -1.585 3.133 -3.399 0.00 -0.09 0.02
C -2.183 2.083 -4.067 0.02 0.04 -0.05
C -2.153 1.038 -3.191 0.01 0.00 0.00
N -1.558 1.421 -2.012 -0.08 -0.08 -0.13
C -1.228 2.670 -2.170 0.05 0.00 0.05
H -1.406 4.051 -3.758 0.00 0.05 -0.03
H -2.561 2.177 -5.071 0.02 0.00 0.03
H -2.502 0.027 -3.339 0.02 0.05 0.02
H -0.718 3.280 -1.441 -0.01 -0.01 -0.01
Br -5.112 3.060 3.703 -0.02 0.02 0.02
C -3.827 2.020 2.732 0.04 -0.03 -0.03
C -2.608 1.731 3.313 -0.01 0.01 0.02
C -1.687 0.978 2.587 -0.01 -0.02 0.01
C -1.944 0.509 1.294 0.04 0.09 -0.14
C -3.194 0.837 0.760 -0.04 0.00 0.00
C -4.141 1.580 1.458 0.00 0.01 0.02
H -2.378 2.082 4.311 0.00 0.00 0.00
H -0.730 0.757 3.053 0.00 0.01 -0.01
H -3.449 0.517 -0.244 0.02 0.00 0.01
H -5.103 1.816 1.020 0.00 0.00 0.00